# 1
Formula: C3H8NS
Source: OMol25
Level of theory: ωB97M-V/def2-TZVPD

Results
energy relative to the best compared isomer or geometry (same formula, charge and spin) = 67.9 kJ/mol
total charge = -1
LUMO level = 3.87 eV
orbital gap = 6.1 eV
E_tot = -572.0524 a.u.

Element x y z (Å)
C 0.963 0.976 -0.931
N 1.185 0.099 0.208
C 0.106 -0.869 0.426
C -1.342 -0.343 0.425
S -2.490 -1.470 1.257
H 0.644 0.329 -1.753
H 0.097 1.648 -0.851
H 1.811 1.598 -1.209
H 1.440 0.630 1.037
H 0.275 -1.397 1.366
H 0.240 -1.698 -0.288
H -1.246 0.645 0.907
H -1.682 -0.148 -0.594


# 2
Formula: C34H56CrNOP2Si2
Source: OMol25
Level of theory: ωB97M-V/def2-TZVPD

Results
energy relative to the best compared isomer or geometry (same formula, charge and spin) = 49.1 kJ/mol
total charge = +1
spin multiplicity = 5
⟨S²⟩ = 6.0437
LUMO level (spin up / spin down) = -2.05 / -2.19 eV
orbital gap (spin up / spin down) = 8.1 / 8.2 eV
E_tot = -3765.1962 a.u.

Element x y z (Å)
Cr -0.163 0.652 0.512
C 1.984 -0.101 5.417
N 2.048 0.291 3.991
C 3.351 0.480 3.342
C 0.940 0.590 3.369
O 0.881 1.035 2.214
H 2.995 -0.284 5.770
H 1.408 -1.015 5.548
H 1.551 0.689 6.029
H 4.071 -0.189 3.806
H 3.695 1.507 3.443
H 3.272 0.243 2.286
H 0.037 0.408 3.957
C -2.667 0.961 3.608
C -2.335 -0.533 3.465
P -1.799 -0.942 1.756
C -1.316 -2.729 1.826
C -1.220 -3.350 3.221
C -3.419 -1.002 0.887
C -4.465 -1.962 1.456
H -2.853 1.221 4.650
H -3.564 1.221 3.042
H -1.857 1.597 3.241
H -3.204 -1.142 3.695
H -1.561 -0.836 4.170
H -0.355 -2.823 1.327
H -2.031 -3.276 1.213
H -0.457 -2.861 3.834
H -0.939 -4.401 3.134
H -2.168 -3.306 3.761
H -3.199 -1.265 -0.147
H -3.804 0.018 0.865
H -4.115 -2.998 1.468
H -5.356 -1.928 0.826
H -4.779 -1.696 2.468
C 2.329 0.241 -5.258
C 1.221 -0.593 -5.321
C 0.568 -0.985 -4.155
C 1.025 -0.542 -2.921
C 2.145 0.289 -2.862
C 2.795 0.680 -4.022
P 0.271 -1.019 -1.320
C -1.105 -2.119 -1.797
C -1.123 -3.498 -1.618
C -2.230 -4.241 -2.017
C -3.325 -3.613 -2.596
C -3.316 -2.234 -2.776
C -2.216 -1.492 -2.372
C 1.593 -2.124 -0.665
C 2.181 -3.096 -1.477
C 3.197 -3.903 -0.988
C 3.657 -3.740 0.316
C 3.097 -2.766 1.125
C 2.071 -1.964 0.633
H 2.831 0.550 -6.170
H 0.859 -0.944 -6.281
H -0.295 -1.634 -4.225
H 2.524 0.629 -1.902
H 3.664 1.328 -3.962
H -0.281 -4.005 -1.163
H -2.233 -5.317 -1.874
H -4.184 -4.197 -2.909
H -4.167 -1.736 -3.228
H -2.214 -0.415 -2.516
H 1.851 -3.214 -2.504
H 3.641 -4.655 -1.629
H 4.459 -4.367 0.692
H 3.460 -2.624 2.138
H 1.648 -1.199 1.270
C -1.763 4.483 -1.712
Si -1.067 2.754 -1.649
C -2.531 1.700 -1.058
C -0.770 2.260 -3.434
C 0.395 2.404 -0.556
Si 1.609 3.755 -0.148
C 1.019 5.512 -0.344
C 2.271 3.656 1.600
C 3.081 3.539 -1.288
H -2.725 4.421 -2.237
H -1.122 5.169 -2.274
H -1.946 4.919 -0.723
H -3.293 1.588 -1.839
H -3.014 2.144 -0.175
H -2.216 0.679 -0.790
H -1.549 2.692 -4.077
H -0.780 1.173 -3.584
H 0.204 2.624 -3.791
H 1.032 1.727 -1.162
H 0.098 5.717 0.211
H 0.854 5.778 -1.392
H 1.800 6.176 0.048
H 1.459 3.583 2.333
H 2.871 4.545 1.836
H 2.911 2.777 1.701
H 2.748 3.449 -2.329
H 3.650 2.633 -1.034
H 3.770 4.392 -1.226


# 3
Formula: CHO4S
Source: OMol25
Level of theory: ωB97M-V/def2-TZVPD

Results
energy relative to the best compared isomer or geometry (same formula, charge and spin) = 81.4 kJ/mol
total charge = -1
LUMO level = 3.72 eV
orbital gap = 8.4 eV
E_tot = -737.8959 a.u.

Element x y z (Å)
C 0.422 -1.380 -2.124
O 0.537 -0.638 1.750
O -0.231 -0.698 -2.755
O 0.510 1.757 1.259
O -1.481 0.620 1.119
S -0.043 0.443 1.036
H 0.285 -0.104 -0.284


# 4
Formula: C41H49CuN4Se
Source: OMol25
Level of theory: ωB97M-V/def2-TZVPD

Results
total charge = -1
spin multiplicity = 2
⟨S²⟩ = 0.7643
LUMO level (spin up / spin down) = 2.40 / 2.39 eV
orbital gap (spin up / spin down) = 4.4 / 4.4 eV
E_tot = -5852.2142 a.u.

Element x y z (Å)
Cu -1.162 -0.733 -1.226
C 4.262 1.135 0.010
C 2.914 1.177 -0.721
C 2.568 2.610 -1.135
C 2.870 0.244 -1.937
C 3.893 0.332 -2.904
C 3.868 -0.448 -4.051
C 2.799 -1.308 -4.269
C 1.741 -1.419 -3.340
C 0.577 -2.334 -3.735
C -0.751 -1.588 -3.904
C 0.422 -3.572 -2.849
C 1.786 -0.670 -2.128
N 0.763 -0.733 -1.238
C 0.894 -1.460 -0.114
C -0.066 -1.454 0.845
N -1.175 -0.733 0.701
C -1.983 -0.365 1.731
C -3.381 -0.658 1.618
C -4.282 -0.190 2.593
C -3.845 0.575 3.665
C -2.503 0.915 3.762
C -1.558 0.477 2.807
C -0.129 1.030 2.896
C 0.462 0.958 4.311
C -0.077 2.467 2.366
C -3.906 -1.396 0.375
C -5.194 -2.200 0.601
C -4.124 -0.406 -0.778
C 0.379 -2.359 1.979
C -0.200 -2.737 3.185
C 0.547 -3.590 4.018
C 1.822 -4.060 3.651
C 2.385 -3.687 2.416
C 3.633 -4.075 1.900
C 4.047 -3.617 0.634
C 3.247 -2.764 -0.148
C 2.022 -2.369 0.379
C 1.633 -2.849 1.630
H 4.210 1.717 0.937
H 5.075 1.557 -0.591
H 4.536 0.109 0.274
H 2.172 0.880 0.025
H 3.299 3.020 -1.840
H 2.542 3.269 -0.260
H 1.583 2.652 -1.613
H 4.709 1.031 -2.765
H 4.661 -0.368 -4.784
H 2.775 -1.889 -5.185
H 0.808 -2.729 -4.735
H -1.172 -1.253 -2.952
H -1.497 -2.241 -4.372
H -0.629 -0.709 -4.546
H -0.032 -3.342 -1.883
H 1.387 -4.057 -2.672
H -0.235 -4.302 -3.336
H -5.343 -0.388 2.503
H -4.554 0.946 4.395
H -2.194 1.572 4.567
H 0.555 0.452 2.277
H -0.019 1.659 5.001
H 1.528 1.208 4.290
H 0.364 -0.050 4.729
H -0.694 3.145 2.965
H -0.433 2.516 1.331
H 0.951 2.846 2.382
H -3.159 -2.137 0.065
H -6.062 -1.551 0.760
H -5.098 -2.867 1.463
H -5.413 -2.817 -0.278
H -4.877 0.348 -0.521
H -4.464 -0.928 -1.679
H -3.203 0.128 -1.038
H -1.181 -2.365 3.446
H 0.117 -3.884 4.970
H 2.366 -4.714 4.323
H 4.281 -4.731 2.471
H 5.010 -3.924 0.239
H 3.553 -2.411 -1.122
C -1.199 3.795 1.278
N -1.179 4.245 -0.111
C -1.173 5.525 -0.535
C -1.152 5.525 -1.916
N -1.146 4.245 -2.341
C -1.125 3.795 -3.730
C -1.162 3.483 -1.226
Se -1.162 1.731 -1.226
H -1.210 4.664 1.970
H -0.296 3.183 1.487
H -2.108 3.183 1.460
H -1.182 6.395 0.109
H -1.143 6.395 -2.560
H -1.115 4.664 -4.422
H -2.028 3.183 -3.938
H -0.217 3.183 -3.911
H -2.818 -0.733 -1.226


# 5
Formula: ClCu4O4
Source: OMol25
Level of theory: ωB97M-V/def2-TZVPD

Results
total charge = +4
spin multiplicity = 2
⟨S²⟩ = 0.7644
LUMO level (spin up / spin down) = -17.09 / -20.57 eV
orbital gap (spin up / spin down) = 9.3 / 5.8 eV
E_tot = -7320.6438 a.u.

Element x y z (Å)
Cu -1.161 0.942 -2.796
Cu 1.860 -2.161 -2.157
Cu -2.023 1.788 1.599
Cu -2.302 -1.994 1.882
Cl 0.687 0.250 0.295
O 1.345 -0.879 0.883
O 1.087 0.507 -1.222
O -0.673 0.010 0.586
O 1.180 1.538 0.930


# 6
Formula: C2O4S
Source: OMol25
Level of theory: ωB97M-V/def2-TZVPD

Results
energy relative to the best compared isomer or geometry (same formula, charge and spin) = 181.5 kJ/mol
total charge = 0
LUMO level = -0.49 eV
orbital gap = 9.0 eV
E_tot = -775.2498 a.u.

Element x y z (Å)
O 1.107 -1.257 -0.543
S 1.544 -0.399 0.439
C 1.467 1.423 0.000
O 2.659 1.000 -0.220
O -1.158 0.266 1.069
C -1.583 -0.395 0.246
O -1.988 -1.035 -0.624